This record from the OMol25 dataset describes an isolated molecule of C5H5NO at a distorted geometry. The level of theory is the ωB97M-V functional and the def2-TZVPD basis.

Positions of all 12 atoms, in Å:
O (-1.95469, 0.35199, -0.38070)
N (1.86427, -2.18501, 0.95366)
C (0.32314, -0.50259, -0.34646)
C (-1.11098, -0.57315, 0.24330)
C (1.20675, -1.43763, 0.36629)
C (1.20053, 2.01710, -0.20903)
C (0.84056, 0.87055, -0.27258)
H (-1.05663, -0.42761, 1.33175)
H (0.27356, -0.80720, -1.39935)
H (-1.52258, -1.56678, 0.04724)
H (1.55759, 3.02300, -0.15895)
H (-1.62153, 1.23735, -0.17516)

As for the SMILES: C#C[C@@H](C#N)CO. The calculation puts the energy above the lowest of the compared OMol25 structures with the same formula, charge and spin at 55.7 kcal per mole. Its orbital gap is 11.502 eV. The spin multiplicity is 1. The value obtained for the strongest force on any atom is 1.122 eV Å⁻¹. The value obtained for the HOMO energy is -10.796 eV. The calculated total energy comes out at -8801.0019 eV.

---

This record from the OMol25 dataset describes an isolated molecule of C5H5NO at a distorted geometry. The level of theory is the ωB97M-V functional and the def2-TZVPD basis.

Positions of all 12 atoms, in Å:
O (-1.89913, 0.33582, 0.58677)
N (2.46675, -1.58015, 0.18816)
C (0.50962, 1.19840, -1.04103)
C (1.51445, -0.97973, -0.07862)
C (0.68398, 1.70478, 0.12195)
C (0.27196, -0.26276, -0.38349)
C (-0.77299, -0.46590, 0.76736)
H (0.43869, 1.34738, -2.11218)
H (-1.11017, -1.50589, 0.70691)
H (-1.62508, 1.24808, 0.76145)
H (-0.17676, -0.72010, -1.26473)
H (-0.30133, -0.31992, 1.74747)

The calculation puts the energy above the lowest of the compared OMol25 structures with the same formula, charge and spin at 110.9 kcal per mole. Its orbital gap is 10.845 eV. The spin multiplicity is 1. The value obtained for the strongest force on any atom is 1.179 eV Å⁻¹. The value obtained for the HOMO energy is -11.176 eV. The calculated total energy comes out at -8798.6095 eV.

---

This record from the OMol25 dataset describes an isolated molecule of C5H5NO at a distorted geometry. The level of theory is the ωB97M-V functional and the def2-TZVPD basis.

Positions of all 12 atoms, in Å:
O (-0.90400, 1.46177, 0.68074)
N (0.46316, -1.76421, -2.34121)
C (0.06605, -0.39298, -0.27787)
C (0.39170, -1.04987, -1.47904)
C (0.82560, -0.24486, 1.14935)
C (-0.91085, 0.63685, -0.31748)
C (0.07674, 0.83931, 1.79191)
H (1.73175, -0.02494, 0.62011)
H (0.98288, -1.35947, 1.51913)
H (-1.46208, 1.02831, -1.03387)
H (-0.50500, 0.53780, 2.70139)
H (0.54692, 1.74295, 1.93469)

As for the SMILES: N#CC1=COCC1. The calculation puts the energy above the lowest of the compared OMol25 structures with the same formula, charge and spin at 69.5 kcal per mole. Its orbital gap is 9.221 eV. The spin multiplicity is 1. The value obtained for the strongest force on any atom is 7.136 eV Å⁻¹. The value obtained for the HOMO energy is -8.564 eV. The calculated total energy comes out at -8800.4061 eV.

---

This record from the OMol25 dataset describes an isolated molecule of C5H5NO. The level of theory is the ωB97M-V functional and the def2-TZVPD basis.

Positions of all 12 atoms, in Å:
O (0.05663, -0.27593, 1.73948)
N (-1.92768, 1.02546, -1.04167)
C (0.49906, 0.41180, -0.51914)
C (1.01152, -0.50695, 0.70672)
C (-0.32984, 0.80828, 0.97190)
C (0.45673, -1.15863, -0.46034)
C (-1.00371, 0.73123, -0.24798)
H (1.14842, -1.56979, -1.19222)
H (-0.47552, -1.70868, -0.34323)
H (-1.43548, 0.97198, -1.93863)
H (-0.05480, 1.80689, 1.30034)
H (2.05465, -0.53566, 1.02477)

The calculation puts the energy above the lowest of the compared OMol25 structures with the same formula, charge and spin at 149.9 kcal per mole. Its orbital gap is 9.019 eV. The spin multiplicity is 1. The value obtained for the strongest force on any atom is 0.872 eV Å⁻¹. The value obtained for the HOMO energy is -8.420 eV. The calculated total energy comes out at -8796.9189 eV.

---

This record from the OMol25 dataset describes a structure of composition C5H5NO2 at a distorted geometry. The level of theory is the ωB97M-V functional and the def2-TZVPD basis.

Positions of all 13 atoms, in Å:
O (2.64193, -1.29314, -0.31582)
O (-2.78719, -1.16222, 0.71387)
N (-2.36005, 0.50417, 1.88809)
C (1.78784, -0.47593, -0.59047)
C (-1.82933, -0.58966, 1.39943)
C (-0.55545, -0.53210, 0.69926)
C (1.93718, 0.58293, -1.63823)
C (0.51019, -0.49247, 0.12416)
H (1.84020, 1.57556, -1.17386)
H (-3.52235, -0.20963, 1.05107)
H (1.12170, 0.48888, -2.37091)
H (-1.69341, 1.11677, 2.34806)
H (2.90875, 0.48683, -2.13465)

The calculation puts the energy above the lowest of the compared OMol25 structures with the same formula, charge and spin at 109.6 kcal per mole. Its orbital gap (spin up / spin down) is 9.809 / 9.808 eV. The spin multiplicity is 1. The value obtained for the strongest force on any atom is 5.587 eV Å⁻¹. The value obtained for the HOMO energy (spin up / spin down) is -10.166 / -10.165 eV. The calculated total energy comes out at -10846.5611 eV.

---

This record from the OMol25 dataset describes a structure of composition C5H5NO2 at a distorted geometry. The level of theory is the ωB97M-V functional and the def2-TZVPD basis.

Positions of all 13 atoms, in Å:
O (-2.31536, 0.21928, -1.36399)
O (1.08634, 0.24575, -1.42873)
N (-0.68496, -0.23287, 1.16794)
C (-1.37040, 0.06321, -0.68340)
C (-0.50875, -1.07251, 0.08534)
C (1.07205, -0.69810, -0.39206)
C (1.01199, 0.78806, -0.15231)
C (-0.41997, 0.93642, 0.29318)
H (-0.09734, -0.14106, 1.92875)
H (1.82309, 1.45886, 0.19738)
H (1.97332, -1.32390, -0.37435)
H (-0.79538, -2.15986, 0.03129)
H (-0.77465, 1.91671, 0.69096)

The calculation puts the energy above the lowest of the compared OMol25 structures with the same formula, charge and spin at 104.8 kcal per mole. Its orbital gap is 10.290 eV. The spin multiplicity is 1. The value obtained for the strongest force on any atom is 4.356 eV Å⁻¹. The value obtained for the HOMO energy is -9.350 eV. The calculated total energy comes out at -10846.7703 eV.

---

This record from the OMol25 dataset describes an isolated molecule of C5H5NO2 at a distorted geometry. The level of theory is the ωB97M-V functional and the def2-TZVPD basis.

Positions of all 13 atoms, in Å:
O (2.43251, -0.86979, -0.15921)
O (-2.38056, -1.01500, -0.03316)
N (-0.01415, 1.74792, -0.00957)
C (1.13848, 1.05928, 0.07567)
C (-1.22529, -0.18923, -0.08668)
C (1.27460, -0.29301, 0.00133)
C (-0.01867, -0.93499, 0.12457)
C (-1.20953, 1.18678, -0.04907)
H (-2.16194, -1.99895, 0.29077)
H (2.23318, -1.82207, 0.33684)
H (-2.09088, 1.96710, 0.00311)
H (-0.10510, -2.00287, 0.16136)
H (2.05065, 1.72668, 0.41890)

As for the SMILES: Oc1cncc(O)c1. The calculation puts the energy above the lowest of the compared OMol25 structures with the same formula, charge and spin at 57.1 kcal per mole. Its orbital gap is 9.152 eV. The spin multiplicity is 1. The value obtained for the strongest force on any atom is 5.794 eV Å⁻¹. The value obtained for the HOMO energy is -8.880 eV. The calculated total energy comes out at -10848.8402 eV.

---

This record from the OMol25 dataset describes an isolated molecule of C5H5NO2 at a distorted geometry. The level of theory is the ωB97M-V functional and the def2-TZVPD basis.

Positions of all 13 atoms, in Å:
O (-2.48688, 0.16360, -0.47064)
O (1.93646, 0.03304, 0.13252)
N (-0.11994, -0.42094, 1.25530)
C (-0.32434, 0.92782, 0.47101)
C (1.01522, -0.52559, -0.73117)
C (-0.25608, -1.08078, -0.08225)
C (-1.27889, 0.08336, -0.32795)
C (0.97410, 0.92705, -0.34264)
H (1.39474, -0.94629, -1.64892)
H (-0.91883, -0.67329, 1.75029)
H (1.18639, 1.84803, -0.86982)
H (-0.37154, -2.16560, -0.13359)
H (-0.75040, 1.82959, 0.99787)

As for the SMILES: O=C1[C@H]2N[C@@H]1[C@@H]1O[C@@H]12. The calculation puts the energy above the lowest of the compared OMol25 structures with the same formula, charge and spin at 92.1 kcal per mole. Its orbital gap is 10.758 eV. The spin multiplicity is 1. The value obtained for the strongest force on any atom is 2.669 eV Å⁻¹. The value obtained for the HOMO energy is -9.873 eV. The calculated total energy comes out at -10847.3193 eV.